No. 1
{
  "formula": "C12H22BF10N2O18S5Zr",
  "method": "ωB97M-V/def2-TZVPD",
  "total_charge": -1,
  "multiplicity": 1,
  "e_homo_ev": -2.9,
  "lumo_ev": 0.58,
  "elements": ["Zr", "N", "S", "O", "O", "F", "S", "O", "O", "F", "N", "S", "O", "O", "F", "S", "O", "O", "F", "B", "H", "H", "H", "H", "O", "C", "C", "O", "H", "H", "H", "H", "C", "C", "O", "C", "O", "C", "F", "F", "F", "H", "H", "H", "H", "H", "C", "C", "O", "C", "O", "C", "F", "F", "F", "H", "H", "H", "H", "H", "C", "C", "O", "S", "O", "O", "O", "H", "H", "H", "H"],
  "xyz": [[1.033975, -0.226984, 1.915099], [0.804135, -2.292210, 2.259292], [1.305043, -3.657137, 1.549330], [0.351779, -4.561072, 1.023059], [2.615592, -4.078724, 1.899501], [1.633301, -2.832292, 0.183206], [-0.051697, -3.071771, 3.585215], [-0.269618, -2.104476, 4.582595], [0.247294, -4.417714, 3.923644], [-1.429684, -3.196964, 2.842650], [0.110011, 0.095027, 0.066221], [-1.352349, -0.550986, -0.663636], [-1.244487, -1.154959, -1.936523], [-2.493117, 0.232788, -0.359430], [-1.464140, -1.747082, 0.332552], [0.666057, 0.682645, -1.308352], [-0.027897, 1.763665, -1.919378], [1.583132, -0.123585, -2.022723], [1.769957, 1.585371, -0.518345], [3.216187, -0.305795, 1.274610], [4.333511, -0.245759, 0.942926], [3.138414, -1.245756, 1.910485], [2.838238, 0.630534, 1.789572], [2.525031, -0.420918, 0.375029], [-2.211720, -0.044333, 5.387037], [-2.969415, 0.090295, 4.266647], [-2.153670, 0.325185, 2.954886], [-0.759649, 0.087837, 2.993963], [-3.619502, 0.981272, 4.418245], [-3.632658, -0.791632, 4.150918], [-2.383077, 1.349320, 2.646092], [-2.512777, -0.344815, 2.164574], [4.844445, 1.895598, -4.040827], [4.573584, 0.466323, -3.615152], [3.277476, 0.130595, -4.097222], [3.140883, -0.698090, -5.114112], [4.038553, -1.213866, -5.720051], [1.667456, -0.778474, -5.623603], [1.534990, -1.798576, -6.451213], [0.788952, -0.778413, -4.633213], [1.467955, 0.380280, -6.307982], [5.732217, 2.269937, -3.525026], [4.120559, 2.669164, -3.756191], [4.828214, 2.027129, -5.124984], [4.609101, 0.496629, -2.528774], [5.355103, -0.107793, -4.106949], [-1.694613, 3.238486, 1.064166], [-1.108947, 3.649513, 2.401941], [0.253422, 4.108765, 2.285055], [1.217082, 3.279321, 2.119738], [1.139675, 2.069644, 2.156113], [2.586860, 3.965493, 1.856055], [3.481798, 3.673057, 2.785082], [3.071019, 3.486493, 0.696236], [2.442241, 5.273619, 1.667326], [-1.447222, 4.066127, 0.389159], [-2.779865, 3.224372, 1.083682], [-1.209886, 2.352193, 0.670188], [-1.235525, 2.917734, 3.203283], [-1.566467, 4.542779, 2.828587], [-4.974029, -1.452810, -1.772554], [-5.344202, -1.634272, -0.307908], [-4.492061, -2.632874, 0.189732], [-3.978323, -3.625899, -0.966870], [-5.040452, -4.523765, -1.267800], [-2.675776, -4.118182, -0.772017], [-3.945771, -2.401150, -2.033153], [-4.736865, -0.432014, -2.066540], [-5.803830, -1.708748, -2.436441], [-6.407879, -1.890952, -0.226237], [-5.326054, -0.796328, 0.389482]],
  "forces_ev_per_angstrom": [[-3.7, 1.0, 3.1], [-1.3, -3.8, 2.9], [3.0, 0.4, -5.6], [-0.7, -0.1, 1.4], [-0.4, -0.2, 1.2], [0.0, 0.2, 0.0], [-3.1, 2.3, 1.2], [0.9, 0.0, 0.2], [1.3, 0.1, -0.9], [0.2, 0.0, -0.2], [-3.8, -1.2, -3.5], [-2.4, -2.0, 3.2], [1.3, 0.7, -0.3], [0.4, 0.8, -0.2], [0.4, 0.1, 0.0], [6.4, 4.0, -0.4], [-1.7, -1.2, -0.2], [-1.3, -1.1, -0.3], [-0.1, 0.2, 0.4], [2.7, -0.3, -0.7], [0.5, 0.4, -0.2], [-0.8, -1.5, 1.5], [-0.1, 2.0, 1.4], [-1.5, -0.4, -1.5], [0.1, 0.2, -0.5], [1.2, -0.2, 2.2], [-0.6, -0.5, -0.4], [3.6, -0.2, -2.2], [-0.5, 0.1, -0.7], [-0.2, -0.1, -0.6], [0.4, 0.0, -0.2], [-0.4, 0.1, 0.0], [-0.4, 1.4, 0.0], [0.5, 1.8, -0.7], [-1.0, -0.5, 0.3], [0.7, 0.2, -0.3], [-0.2, -0.3, 0.0], [1.1, 1.3, 0.6], [-0.5, 0.0, 0.2], [-0.2, -0.7, -0.3], [-0.1, -0.4, -0.2], [0.4, -0.3, -0.6], [-0.5, -0.7, 0.5], [0.8, -0.3, 0.0], [-0.4, -0.9, 0.0], [-0.2, -0.6, 0.5], [1.0, 1.4, -0.1], [-1.4, 0.1, 1.0], [0.7, 0.3, -0.3], [0.2, -0.3, 0.3], [0.0, -0.1, 0.0], [0.0, -0.3, -1.5], [-0.2, 0.4, 0.5], [-0.1, -0.1, 0.2], [0.2, 0.1, 0.7], [0.0, -0.1, -0.2], [0.0, -0.6, 0.2], [-0.4, -0.3, 0.1], [0.6, -0.4, -0.3], [-0.3, 0.0, -0.4], [-0.9, 0.0, -0.8], [-1.5, 0.4, 0.6], [0.9, -1.2, 0.8], [-1.5, 1.7, -0.4], [-0.1, 0.0, -0.2], [0.3, 0.3, 0.3], [0.8, -0.5, -0.2], [0.9, -0.2, 0.2], [-0.2, -0.2, 0.3], [0.2, -0.8, -0.2], [1.0, 0.3, -0.4]],
  "mulliken_charge": [2.00, -0.40, 0.89, -0.47, -0.62, -0.22, 0.94, -0.49, -0.55, -0.17, 0.70, 0.45, -0.52, -0.50, 0.07, 0.39, -0.64, -0.47, -0.23, 1.20, -0.17, -0.07, -0.14, -0.25, -0.89, -0.72, 0.81, -0.26, 0.29, 0.13, -0.35, -0.30, -1.28, -0.07, -0.24, 0.36, -0.57, 0.83, -0.25, -0.11, -0.27, 0.41, 0.30, 0.35, 0.20, 0.33, -1.05, -0.37, -0.32, 0.36, -0.72, 0.65, -0.25, -0.19, -0.25, 0.43, 0.43, 0.15, 0.40, 0.34, -0.31, -0.23, -0.31, 1.00, -0.60, -0.40, -0.30, 0.20, 0.37, 0.24, 0.31]
}

=====

No. 2
{
  "formula": "C9H13NOP",
  "method": "ωB97M-V/def2-TZVPD",
  "smiles": "CC[C@@]([NH3+])(P=O)c1ccccc1",
  "total_charge": 1,
  "multiplicity": 1,
  "e_homo_ev": -13.3,
  "lumo_ev": -4.91,
  "elements": ["C", "C", "C", "C", "C", "C", "C", "C", "C", "N", "O", "P", "H", "H", "H", "H", "H", "H", "H", "H", "H", "H", "H", "H", "H"],
  "xyz": [[-1.541979, 2.377132, 1.696728], [-0.203009, 2.632823, 1.431193], [-2.057111, 1.075667, 1.625616], [0.516941, 1.566253, 0.875806], [-1.382766, 0.093527, 0.969380], [-0.045782, 0.348613, 0.584157], [0.379167, -0.102080, -2.491710], [0.372088, -1.073804, -1.352891], [0.974158, -0.631189, -0.014164], [1.133934, -1.728380, 0.966267], [3.505319, -0.678811, 0.697753], [2.749932, 0.065710, -0.330251], [-2.180671, 3.179703, 2.224641], [0.427957, 3.546237, 1.513917], [-3.032904, 0.845237, 1.926511], [1.686950, 1.766660, 0.655954], [-1.727886, -0.851104, 0.797843], [1.384959, -0.062700, -2.914218], [-0.280444, -0.344476, -3.265523], [0.283544, 0.996146, -2.190183], [-0.682934, -1.230460, -1.323600], [0.888470, -2.020100, -1.644250], [0.440257, -1.824442, 1.675907], [0.987223, -2.611444, 0.500420], [2.115066, -1.798078, 1.355366]],
  "forces_ev_per_angstrom": [[-0.7, 1.7, 2.4], [0.9, -0.4, -1.0], [0.3, 0.9, -1.1], [2.1, 1.3, -0.1], [3.1, 1.4, -0.2], [1.5, 0.6, 0.4], [3.2, 3.0, 0.8], [0.4, -1.7, -0.2], [-2.0, 1.2, -0.3], [1.0, -2.0, -0.6], [0.2, -0.3, 0.2], [-0.4, 0.1, 0.1], [1.1, -1.3, -1.1], [-1.4, -0.3, 0.4], [-1.3, 0.1, 0.6], [-2.7, -0.3, 0.5], [-1.5, -2.3, -0.3], [0.0, -0.2, -0.5], [-1.1, -0.4, -0.9], [-0.6, -1.5, -0.1], [-0.8, -1.0, 1.2], [-0.5, 0.4, -0.2], [-0.6, 0.9, 1.1], [0.3, -0.7, -0.7], [-0.5, 0.7, -0.2]],
  "mulliken_charge": [-0.48, -0.52, -0.76, 0.00, -0.42, 0.19, -1.37, -0.57, 0.69, -0.12, -0.53, 0.31, 0.30, 0.37, 0.44, -0.12, 0.57, 0.40, 0.43, 0.29, 0.33, 0.42, 0.39, 0.35, 0.39]
}

=====

No. 3
{
  "formula": "C42H40CoN4O4PS2",
  "method": "ωB97M-V/def2-TZVPD",
  "total_charge": 2,
  "multiplicity": 5,
  "e_homo_ev": [-13.3, -13.3],
  "lumo_ev": [-5.17, -7.51],
  "s_squared": 6.017,
  "elements": ["Co", "C", "C", "C", "C", "C", "C", "P", "C", "C", "C", "C", "C", "C", "C", "C", "C", "C", "C", "C", "C", "C", "C", "C", "H", "H", "H", "H", "H", "H", "H", "H", "H", "H", "H", "H", "H", "H", "H", "H", "C", "C", "S", "O", "O", "C", "C", "N", "C", "N", "C", "C", "N", "O", "O", "C", "H", "H", "H", "H", "H", "H", "H", "H", "H", "H", "H", "H", "H", "N", "S", "C", "C", "C", "C", "C", "C", "C", "C", "C", "C", "C", "C", "H", "H", "H", "H", "H", "H", "H", "H", "H", "H", "H"],
  "xyz": [[0.464466, -0.762405, -0.135197], [-2.710134, -6.446805, -1.843397], [-2.934234, -5.438305, -2.766997], [-2.285434, -4.225905, -2.640797], [-1.399534, -4.020105, -1.581497], [-1.163234, -5.036505, -0.661297], [-1.820234, -6.247305, -0.799197], [-0.519734, -2.428105, -1.477297], [-1.617534, -1.337505, -2.429297], [-2.924734, -1.198605, -1.953397], [-3.774534, -0.268605, -2.516097], [-3.326034, 0.532895, -3.556097], [-2.036234, 0.385195, -4.043797], [-1.173334, -0.537605, -3.477397], [0.968366, -2.693205, -2.510997], [0.952866, -3.580705, -3.567597], [2.116266, -3.805805, -4.307297], [3.276066, -3.137005, -4.002897], [3.330766, -2.225105, -2.928697], [4.511566, -1.533905, -2.584497], [4.535866, -0.676205, -1.509297], [3.384866, -0.478005, -0.736497], [2.193766, -1.111905, -1.047797], [2.154866, -2.004105, -2.154697], [-3.226834, -7.388205, -1.938397], [-3.615934, -5.587805, -3.589697], [-2.454934, -3.448505, -3.371497], [-0.465734, -4.883105, 0.151503], [-1.642734, -7.035405, -0.084897], [-3.266134, -1.833505, -1.146997], [-4.774534, -0.135605, -2.136997], [-3.983634, 1.275195, -3.979397], [-1.697534, 0.997795, -4.864597], [-0.166134, -0.647605, -3.855997], [0.047766, -4.114605, -3.819697], [2.094866, -4.519905, -5.116097], [4.168766, -3.310505, -4.585197], [5.402866, -1.702605, -3.169997], [5.443766, -0.152605, -1.253797], [3.438966, 0.198395, 0.108103], [-2.468834, 5.496695, 2.138403], [-1.806834, 6.111795, 0.925103], [-0.297934, 5.168295, 0.560903], [0.848566, 5.768995, 1.171603], [-0.512334, 3.766795, 0.867303], [0.003766, 5.280695, -1.268097], [-0.796434, 4.305395, -2.128497], [-0.915634, 2.984895, -1.545697], [0.070466, 2.082695, -1.426997], [-0.347034, 1.006895, -0.759397], [-1.642734, 1.225395, -0.431497], [-2.017934, 2.451095, -0.916097], [-3.285434, 3.063195, -0.730697], [-4.179134, 2.333295, -0.375397], [-3.384034, 4.254995, -0.928797], [1.426766, 2.277095, -1.974097], [-3.464034, 5.909895, 2.286503], [-1.874634, 5.669395, 3.032303], [-2.555234, 4.423495, 1.983203], [-1.490134, 7.136495, 1.088603], [-2.442034, 6.035095, 0.046903], [1.078466, 5.143395, -1.346897], [-0.220334, 6.305895, -1.546097], [-0.311234, 4.200995, -3.104897], [-1.806034, 4.688995, -2.281697], [-2.231934, 0.545695, 0.153703], [1.382566, 2.775995, -2.938997], [1.923766, 1.317795, -2.085397], [2.024066, 2.889595, -1.299097], [0.384566, -0.859405, 1.789003], [1.283866, -1.630705, 2.912903], [2.500266, -0.385605, 3.407603], [2.120266, 0.827895, 3.958703], [3.103266, 1.759095, 4.257003], [4.436966, 1.468495, 4.007803], [4.800766, 0.248195, 3.459203], [3.827166, -0.687205, 3.148603], [0.228066, -1.630705, 4.388103], [-1.148134, -1.671705, 4.239603], [-1.944734, -1.739005, 5.372803], [-1.362034, -1.790605, 6.630003], [0.018466, -1.769005, 6.760903], [0.824566, -1.694605, 5.636903], [-0.091634, -0.048905, 2.184803], [1.080366, 1.046095, 4.158103], [2.826666, 2.712095, 4.681403], [5.194966, 2.200195, 4.240903], [5.838766, 0.025695, 3.271603], [4.085466, -1.640205, 2.713703], [-1.593234, -1.665605, 3.254503], [-3.019634, -1.761905, 5.269603], [-1.984534, -1.861505, 7.508703], [0.474166, -1.816705, 7.736803], [1.899166, -1.691105, 5.730203]],
  "forces_ev_per_angstrom": [[1.0, 0.4, 1.0], [0.1, 0.0, 0.0], [0.0, -0.1, 0.0], [0.1, 0.1, 0.0], [0.0, 0.2, 0.5], [0.0, 0.1, 0.0], [0.0, -0.1, 0.1], [-0.1, -0.7, -1.8], [0.0, 0.2, 0.2], [0.2, -0.1, -0.1], [-0.1, 0.1, -0.1], [0.1, 0.0, 0.0], [-0.1, 0.2, 0.0], [0.0, -0.3, 0.1], [-0.3, -0.2, 0.0], [-0.1, 0.3, 0.5], [0.5, 0.1, -0.2], [-0.3, -0.2, -0.1], [-0.3, 0.1, 0.2], [0.0, 0.2, 0.4], [0.2, -0.4, -0.4], [-0.8, 0.1, 0.3], [0.5, -0.2, -0.4], [-0.1, 0.0, -0.1], [-0.1, -0.1, 0.0], [-0.1, -0.1, -0.1], [-0.1, 0.0, 0.0], [0.0, 0.0, 0.1], [0.0, -0.1, 0.1], [-0.1, 0.0, 0.1], [-0.1, -0.1, 0.1], [-0.1, 0.1, -0.1], [0.0, 0.1, -0.1], [0.1, 0.0, 0.0], [0.0, -0.1, 0.0], [0.0, 0.0, -0.1], [0.1, 0.0, 0.0], [0.1, 0.0, -0.1], [0.1, 0.0, 0.1], [0.0, 0.1, 0.1], [0.0, -0.2, 0.1], [0.4, -0.3, -0.2], [0.4, -0.1, -0.6], [0.1, 0.5, 0.1], [-0.3, 0.2, 0.1], [-0.4, -0.1, 1.0], [0.0, 0.6, -0.4], [-0.3, -0.7, 0.0], [0.1, 0.1, -0.1], [0.1, -0.2, 0.2], [-0.8, 0.9, -0.1], [0.7, -1.3, 0.2], [0.0, -0.2, 0.0], [-0.2, -0.2, 0.2], [-0.2, 0.5, -0.1], [0.1, 0.0, 0.0], [0.0, 0.1, 0.0], [0.0, 0.0, 0.1], [-0.1, 0.0, 0.1], [0.1, 0.1, -0.1], [0.0, 0.1, -0.1], [0.1, -0.1, 0.1], [0.0, 0.1, -0.1], [-0.1, 0.1, 0.1], [0.3, -0.2, -0.1], [-0.1, -0.1, 0.0], [0.1, 0.0, -0.1], [0.0, 0.0, -0.1], [0.1, 0.1, 0.1], [-0.5, 0.0, -0.3], [0.1, 1.2, 0.4], [-0.1, -0.6, -0.1], [0.0, 0.1, 0.0], [-0.2, -0.1, -0.1], [0.1, -0.1, -0.1], [0.0, 0.1, 0.0], [-0.1, -0.1, 0.0], [0.1, -0.2, -0.4], [0.0, 0.0, -0.2], [0.0, 0.0, 0.0], [0.0, 0.0, -0.1], [0.0, 0.0, -0.1], [0.1, 0.0, 0.0], [0.0, -0.1, 0.1], [-0.1, 0.0, 0.1], [0.0, 0.1, 0.0], [0.1, 0.0, 0.0], [0.1, 0.0, 0.0], [0.1, -0.1, 0.0], [0.0, 0.0, 0.0], [0.0, 0.0, 0.0], [0.0, 0.0, 0.1], [0.0, 0.0, 0.1], [0.1, 0.0, 0.1]],
  "lowdin_spin": [2.94, 0.01, 0.00, 0.01, 0.03, 0.01, 0.00, 0.14, 0.01, 0.01, 0.00, 0.01, 0.00, 0.01, 0.01, 0.01, 0.00, 0.01, 0.01, 0.03, 0.01, 0.08, 0.27, 0.05, 0.00, 0.00, 0.00, 0.00, 0.00, 0.00, 0.00, 0.00, 0.00, 0.00, 0.00, 0.00, 0.00, 0.00, 0.00, 0.01, 0.00, 0.00, 0.00, 0.00, 0.00, 0.00, 0.00, 0.00, 0.01, 0.07, 0.01, 0.00, 0.00, 0.00, 0.00, 0.00, 0.00, 0.00, 0.00, 0.00, 0.00, 0.00, 0.00, 0.00, 0.00, 0.00, 0.00, 0.00, 0.00, 0.16, 0.02, 0.01, 0.00, 0.00, 0.00, 0.00, 0.00, 0.01, 0.00, 0.00, 0.00, 0.00, 0.00, 0.01, 0.00, 0.00, 0.00, 0.00, 0.00, 0.00, 0.00, 0.00, 0.00, 0.00]
}

=====

No. 4
{
  "formula": "C4H8O3",
  "method": "ωB97M-V/def2-TZVPD",
  "smiles": "COCC(=O)OC",
  "total_charge": 0,
  "multiplicity": 1,
  "e_homo_ev": -9.9,
  "lumo_ev": 0.87,
  "elements": ["C", "O", "C", "C", "O", "O", "C", "H", "H", "H", "H", "H", "H", "H", "H"],
  "xyz": [[-2.211920, 0.441697, -0.313731], [-1.980188, -0.831944, 0.268004], [-0.724238, -0.913239, 0.876706], [0.381110, -0.395775, -0.032357], [0.325855, -0.377918, -1.240988], [1.458370, 0.023841, 0.642320], [2.496647, 0.450031, -0.248757], [-3.182523, 0.416362, -0.813200], [-1.456059, 0.634330, -1.080844], [-2.151137, 1.250305, 0.431355], [-0.685101, -0.379542, 1.838008], [-0.506690, -1.971280, 1.079152], [2.765289, -0.377548, -0.908399], [2.138533, 1.272760, -0.873249], [3.332053, 0.757915, 0.375983]],
  "forces_ev_per_angstrom": [[0.1, 0.3, -0.4], [0.0, 0.0, 0.0], [0.1, 0.0, 0.0], [0.1, -0.3, -0.5], [0.1, -0.2, 0.6], [-0.2, 0.0, -0.1], [0.3, 0.1, -0.1], [0.0, 0.0, 0.4], [-0.4, 0.1, 0.1], [-0.3, -0.2, 0.0], [0.0, 0.0, -0.2], [-0.1, 0.2, -0.1], [0.1, 0.1, 0.1], [0.1, -0.1, 0.2], [-0.1, 0.0, 0.0]],
  "mulliken_charge": [-0.65, -0.34, -0.27, 0.63, -0.59, -0.34, -0.62, 0.25, 0.26, 0.29, 0.29, 0.28, 0.28, 0.28, 0.23]
}